A structure of composition C37H42BiCl3N5O3SSi, computed with ωB97M-V/def2-TZVPD.

* E_tot: -114760.520 eV
* Kohn-Sham gap: 8.05 eV
* molar mass: 980.27 g mol⁻¹
* charge: +1
* energy relative to the best compared isomer or geometry (same formula, charge and spin): 0.00 kJ/mol

Each line ends with the Löwdin charge.
Cartesian coordinates (Å):
Bi: -1.16 -1.40 0.93  1.610
Cl: -2.04 2.18 -7.19  0.744
Cl: 0.45 5.53 -1.73  0.692
Cl: -6.24 2.68 -3.89  0.702
S: 2.52 4.42 0.10  1.031
Si: 1.57 -1.16 1.34  0.611
O: -1.87 -2.35 5.15  0.132
O: -2.11 0.35 4.82  0.126
O: 0.35 2.73 -3.47  -0.162
N: -1.79 0.86 1.35  -0.096
N: -0.79 -0.75 -1.81  -0.061
N: -1.52 -3.68 1.92  -0.084
N: -0.37 -0.03 -3.85  -0.041
N: -1.69 -1.20 3.13  -0.070
C: -2.55 -5.93 3.13  -0.018
C: 3.28 2.75 -1.66  -0.138
C: -2.55 3.00 0.66  -0.027
C: -1.90 -3.65 3.20  -0.219
C: 1.81 0.47 3.71  -0.070
C: 0.13 0.84 -4.92  -0.050
C: 2.22 -2.79 2.11  -0.647
C: 3.74 -2.75 2.30  -0.090
C: 1.73 4.43 -1.41  -0.959
C: -2.91 3.30 1.97  -0.009
C: -1.67 -4.82 1.23  -0.139
C: -2.41 -4.76 3.85  0.029
C: -4.02 2.44 -5.39  -0.117
C: 2.29 -1.10 -0.40  -0.209
C: -2.15 1.13 2.61  -0.199
C: -2.18 -5.97 1.80  -0.030
C: -2.64 2.37 -5.57  -0.571
C: 3.55 3.15 -0.39  -0.415
C: 1.47 1.68 1.54  -0.126
C: -1.97 0.05 3.66  -0.454
C: 2.22 3.50 -2.27  -0.316
C: 1.67 3.25 -3.63  -0.148
C: 3.64 0.63 1.99  -0.091
C: 1.58 -3.13 3.46  -0.076
C: -1.76 2.45 -4.49  -0.172
C: -1.23 -1.09 -3.98  -0.037
C: -0.13 0.13 -2.53  -0.175
C: -3.68 2.71 -3.03  -0.087
C: 2.12 0.46 2.20  -0.628
C: -2.31 2.64 -3.22  -0.014
C: 1.90 -3.92 1.11  -0.101
C: -2.00 1.77 0.39  -0.119
C: -1.80 -2.33 3.95  -0.453
C: -0.27 2.30 -4.66  -0.294
C: -4.53 2.60 -4.12  -0.660
C: -1.48 -1.53 -2.72  -0.147
C: -2.70 2.35 2.96  0.034
H: 2.42 -0.26 4.25  0.076
H: -2.96 2.51 4.00  0.132
H: 2.31 2.53 -4.15  0.128
H: -2.95 -6.82 3.61  0.122
H: -3.34 4.26 2.22  0.124
H: -2.28 -6.87 1.21  0.117
H: 0.06 2.89 -5.52  0.145
H: 1.21 0.75 -4.98  0.132
H: 4.08 -3.75 2.58  0.093
H: 4.23 -0.16 2.46  0.062
H: 1.93 -4.10 3.81  0.099
H: 3.94 1.58 2.45  0.095
H: 4.28 -2.46 1.39  0.079
H: 0.50 0.92 -2.14  0.130
H: -1.34 -4.80 0.19  0.117
H: 2.32 -3.73 0.12  0.075
H: -1.69 1.49 -0.61  0.088
H: 3.91 0.66 0.93  0.066
H: 0.40 1.72 1.73  0.052
H: 1.83 -2.39 4.23  0.078
H: 3.83 1.97 -2.17  0.121
H: 2.33 -4.86 1.48  0.095
H: 0.82 -4.08 1.00  0.038
H: -2.69 3.72 -0.13  0.110
H: 1.63 4.16 -4.23  0.138
H: -4.10 2.85 -2.04  0.099
H: 2.04 1.46 4.12  0.095
H: -2.68 -4.67 4.89  0.131
H: 1.91 2.59 1.96  0.059
H: 1.75 -1.74 -1.09  0.022
H: -4.68 2.38 -6.25  0.112
H: -1.58 -1.43 -4.95  0.128
H: 3.33 -1.43 -0.37  0.042
H: 2.27 -0.08 -0.80  0.010
H: 4.03 -2.07 3.11  0.071
H: 4.30 2.76 0.29  0.071
H: 1.63 1.71 0.45  0.052
H: 0.76 0.25 3.93  0.069
H: 0.49 -3.18 3.41  0.040
H: -0.30 0.50 -5.86  0.108
H: -2.14 -2.34 -2.40  0.095
H: -1.63 2.76 -2.39  0.096